DFT (ωB97M-V/def2-TZVPD) results for a cluster of 10 separate species, C16H45N7O23S3 in total in a non-equilibrium geometry.

Geometry as XYZ:
```
94
Properties=species:S:1:pos:R:3:forces:R:3:lowdin_charge:R:1
C 0.837 -2.276 -0.962 -0.0631 0.2532 0.3547 -0.04
C 0.735 -0.992 -0.157 0.6760 -0.3294 1.9053 -0.29
O -0.385 -0.202 -0.565 -1.0826 3.3202 -0.7992 -0.29
S -0.305 1.547 -0.414 3.2155 -0.4436 -2.1331 0.71
C 0.951 1.814 -1.752 -0.2179 -0.5933 0.8970 -0.11
O -1.503 2.219 -0.897 0.7032 -1.7631 1.3136 -0.30
O 0.383 1.928 0.806 -1.5809 -0.7925 -0.5974 -0.29
H 1.681 -2.895 -0.657 0.0589 0.2361 0.6455 0.05
H 1.122 -2.024 -1.983 -0.8310 -0.1268 -0.2939 0.07
H -0.066 -2.868 -0.818 -0.0174 0.0304 -0.6909 0.07
H 0.529 -1.101 0.908 0.1935 -0.9414 0.0812 0.09
H 1.725 -0.537 -0.129 -0.1231 0.9036 -0.6224 0.10
H 1.920 1.411 -1.457 -0.2091 -0.2701 0.3571 0.05
H 1.134 2.885 -1.843 -0.5958 -0.0355 -0.3242 0.07
H 0.627 1.264 -2.635 -0.1962 0.5691 -0.0556 0.06
C -4.495 1.291 0.457 0.7475 -0.8141 -0.4693 -0.07
C -4.626 1.055 1.915 -1.5765 2.3603 0.8230 -0.35
O -4.537 -0.310 2.194 0.8432 -2.0052 1.6926 -0.26
S -3.571 -0.681 3.498 0.6039 4.2748 0.7284 0.71
C -1.922 -0.312 2.605 -1.2156 -0.5166 0.8646 -0.08
O -3.795 0.323 4.592 0.5132 -2.5549 -2.9735 -0.32
O -3.719 -2.061 3.807 -0.0834 -0.1452 -0.5168 -0.28
H -3.493 0.929 0.227 -0.0129 0.1003 -0.8009 0.05
H -4.620 2.322 0.124 0.0453 -0.0441 0.3491 0.07
H -5.257 0.656 0.006 0.1493 0.0234 -0.4742 0.09
H -3.985 1.663 2.552 0.3351 -0.1137 -0.1904 0.11
H -5.635 1.384 2.164 -0.1606 -0.0844 0.4992 0.13
H -1.194 -0.834 3.226 0.1628 0.0994 -0.2917 0.06
H -1.678 0.746 2.511 -0.4141 0.0821 0.5573 0.06
H -2.030 -0.722 1.601 0.0905 -0.2587 0.3460 0.03
C 3.595 3.312 3.107 -0.4086 -0.4172 0.0307 -0.05
C 3.027 1.895 2.977 -0.0152 1.1021 -1.3514 -0.32
O 3.569 1.065 3.971 -0.6196 -1.4986 1.7531 -0.25
S 2.590 -0.034 4.742 -1.2552 0.2829 -1.7230 0.68
C 2.596 -1.346 3.453 0.4731 1.1673 1.0846 -0.11
O 3.301 -0.453 5.915 -0.4623 0.5012 -0.6348 -0.28
O 1.221 0.504 4.766 2.1775 -0.6708 0.3811 -0.31
H 3.560 3.785 2.125 -0.2831 0.1779 0.0591 0.07
H 4.648 3.313 3.389 -0.1140 -0.1472 0.2466 0.08
H 2.975 3.847 3.825 0.3645 0.3058 -0.0070 0.08
H 1.938 1.921 2.958 -0.0007 -0.0859 0.4402 0.10
H 3.312 1.538 1.987 0.2246 -0.5146 -0.0364 0.11
H 1.920 -2.165 3.699 0.1073 0.3066 0.0917 0.05
H 3.638 -1.659 3.392 -0.1826 -0.1188 -0.2196 0.07
H 2.277 -0.788 2.573 0.0145 -0.3575 -0.1134 0.04
C 3.731 -1.166 -2.717 -0.9320 -1.1665 0.3132 0.05
N 4.193 -2.567 -3.115 1.8962 -0.3330 0.2088 -0.39
O 4.533 -2.689 -4.282 -0.6364 -0.1057 0.8585 0.07
O 4.351 -3.452 -2.248 -0.8667 1.7121 -1.3181 0.03
H 2.871 -0.965 -3.355 0.1311 0.0781 0.0171 0.08
H 4.482 -0.395 -2.891 0.1956 -0.5399 0.0111 0.10
H 3.412 -1.278 -1.681 0.2384 0.3426 -0.0552 0.07
C 1.270 1.856 -6.024 -1.3563 -1.9066 -0.3103 0.04
N 2.339 2.269 -5.117 0.1267 0.1211 1.6663 -0.43
O 2.805 1.464 -4.301 -0.4926 0.0533 -1.1540 0.02
O 2.595 3.441 -5.081 0.3738 0.7619 -0.4664 0.09
H 1.135 0.784 -5.880 0.3759 -0.0395 -0.2560 0.10
H 1.386 2.075 -7.085 0.5877 0.3509 0.3771 0.11
H 0.309 2.241 -5.681 0.3296 0.6334 0.2126 0.08
C -1.714 5.349 0.009 -1.4468 0.3681 1.0889 0.07
N -2.459 4.626 1.136 -0.7157 -1.0819 0.7923 -0.41
O -3.699 4.581 1.120 1.5182 0.5623 -0.8612 0.02
O -1.822 4.088 2.019 0.3314 0.4331 -0.5797 0.06
H -2.276 6.284 0.019 0.1782 0.0935 -0.5776 0.10
H -1.897 4.776 -0.900 0.3425 0.1598 0.1988 0.05
H -0.681 5.557 0.287 -0.1781 -0.5877 -0.0451 0.10
C -3.402 3.860 -3.594 0.9301 0.3154 1.4945 0.07
N -1.942 3.488 -3.606 -0.4531 -1.6425 -0.5261 -0.44
O -1.122 4.226 -3.113 -0.3274 0.4201 -0.2168 0.05
O -1.699 2.374 -4.032 0.4111 -0.0072 -0.2473 0.05
H -3.418 4.855 -4.040 -0.6333 -0.2127 0.1995 0.11
H -3.509 3.835 -2.510 -0.5357 0.8983 0.1656 0.09
H -4.102 3.083 -3.899 0.6816 0.1492 -0.9134 0.10
C 3.185 -5.339 0.332 -1.1602 0.3806 -0.3786 0.03
N 4.095 -4.311 0.906 2.1618 1.1011 0.5637 -0.36
O 3.671 -3.124 1.122 1.2621 -3.8181 -0.6942 0.01
O 5.271 -4.726 1.103 -3.1033 1.7317 -0.2586 0.06
H 2.225 -5.249 0.840 0.1708 -0.0928 0.2392 0.09
H 3.580 -6.354 0.337 0.3330 0.4639 0.4728 0.10
H 2.968 -5.085 -0.706 0.3495 0.3252 -0.0223 0.08
C -1.147 -5.091 2.752 -1.3691 -0.3987 -0.8144 0.05
N -0.852 -3.710 2.350 0.8529 2.8412 -0.4890 -0.34
O 0.330 -3.273 2.482 -3.0900 -1.0437 -0.4297 0.02
O -1.811 -3.050 1.864 2.8793 -1.8806 0.9943 0.02
H -0.918 -5.379 3.778 0.3542 0.5467 -0.2114 0.11
H -0.684 -5.738 2.007 0.2899 0.0128 0.2576 0.10
H -2.219 -5.112 2.556 0.0303 -0.4848 0.4100 0.10
C -3.271 -1.896 -1.540 0.6422 0.2078 -0.1131 0.04
N -3.181 -3.165 -2.274 1.3919 -3.4413 -0.7501 -0.40
O -2.013 -3.632 -2.410 -2.3050 1.2064 0.1730 0.01
O -4.174 -3.809 -2.624 1.1176 1.7153 0.5729 0.06
H -3.919 -1.212 -2.087 -0.1240 -0.1631 0.3842 0.11
H -2.236 -1.557 -1.505 -0.2827 0.3240 -0.0169 0.07
H -3.565 -2.148 -0.521 -0.4528 0.1830 -0.1491 0.11
```
Positions in Å, forces in eV/Å.

## Properties
* charge: 0
* SMILES: CCOS(C)(=O)=O.CCOS(C)(=O)=O.CCOS(C)(=O)=O.C[N+](=O)[O-].C[N+](=O)[O-].C[N+](=O)[O-].C[N+](=O)[O-].C[N+](=O)[O-].C[N+](=O)[O-].C[N+](=O)[O-]
* E_HOMO: -0.391 Eh
* max |F|: 4.38 eV/Å
* orbital gap: 9.713 eV
* relative energy (zero: lowest compared OMol25 entry of this formula, charge and spin): 31.96 kcal per mole